16
Properties=species:S:1:pos:R:3 method="wB97M-V/def2-TZVPD" smiles="O=CNCCCS" homo_energy_ev=-8.65 lumo_ev=0.76 total_charge=0 total_energy_ha=-685.97169
C -0.200 -0.350 -1.623
N -0.633 -0.967 -0.389
C -1.884 -0.908 0.154
O -2.171 -1.280 1.262
C 0.436 1.066 -1.412
C 1.578 1.074 -0.398
S 1.277 0.554 1.307
H -1.031 -0.151 -2.308
H 0.498 -1.041 -2.099
H -0.161 -1.837 -0.193
H -2.627 -0.378 -0.474
H -0.463 1.602 -1.136
H 0.889 1.296 -2.377
H 2.190 1.971 -0.386
H 2.279 0.305 -0.748
H 1.009 1.771 1.827

10
Properties=species:S:1:pos:R:3 method="wB97M-V/def2-TZVPD" homo_energy_ev="-8.65 / -7.94" lumo_ev="-0.17 / 0.20" total_charge=0 total_energy_ha=-254.43265
B 1.580 -0.032 0.290
C -2.192 0.185 -0.278
C -1.415 -0.531 0.539
O 2.132 1.206 0.221
O 2.132 -1.073 -0.301
H -3.245 -0.057 -0.399
H -1.728 0.694 -1.077
H -1.506 -1.157 1.386
H 1.266 1.695 0.278
H 2.975 -0.930 -0.658

75
Properties=species:S:1:pos:R:3 method="wB97M-V/def2-TZVPD" homo_energy_ev=-13.50 lumo_ev=-6.89 total_charge=+2 total_energy_ha=-1444.56904
C 3.876 -3.058 3.443
C 2.593 -3.303 3.953
C 1.594 -2.335 3.843
C 1.858 -1.097 3.213
C 0.807 -0.084 3.022
C -0.509 -0.505 2.844
C -1.625 0.266 2.411
C -2.995 -0.177 2.781
C -4.007 0.770 3.060
C -5.313 0.359 3.330
C -5.623 -1.007 3.389
C -4.616 -1.952 3.176
C -3.309 -1.545 2.888
C 1.198 1.336 3.056
C 0.590 2.285 2.219
C 0.826 3.651 2.372
C 1.771 4.092 3.305
C 2.461 3.159 4.089
C 2.173 1.800 3.971
C 3.163 -0.858 2.727
C 4.155 -1.832 2.824
H 4.652 -3.822 3.521
H 2.366 -4.260 4.428
H 0.604 -2.526 4.261
H -0.709 -1.564 3.022
H -1.552 1.348 2.368
H -3.763 1.837 3.040
H -6.086 1.105 3.519
H -6.642 -1.332 3.596
H -4.828 -3.019 3.248
H -2.534 -2.294 2.716
H -0.059 1.924 1.417
H 0.279 4.361 1.747
H 1.977 5.158 3.410
H 3.227 3.492 4.792
H 2.703 1.084 4.602
H 3.389 0.096 2.244
H 5.142 -1.633 2.404
C 6.825 2.779 -5.686
C 5.624 1.829 -5.694
C 4.362 2.457 -5.115
C 3.112 1.548 -5.128
N 2.740 1.004 -3.812
C 3.343 -0.098 -3.213
C 2.806 -0.237 -1.986
N 1.874 0.784 -1.830
C 1.015 0.977 -0.645
C -0.392 0.411 -0.882
C -1.173 1.145 -1.960
C -2.644 0.960 -1.594
C -2.687 0.663 -0.105
N -1.291 0.343 0.318
C 1.849 1.516 -2.954
H 7.678 2.307 -6.183
H 6.597 3.708 -6.220
H 7.128 3.033 -4.664
H 5.431 1.511 -6.728
H 5.870 0.920 -5.128
H 4.562 2.806 -4.093
H 4.115 3.347 -5.714
H 2.264 2.132 -5.503
H 3.285 0.698 -5.798
H 4.089 -0.679 -3.719
H 2.992 -0.957 -1.208
H 1.492 0.470 0.204
H 0.958 2.057 -0.429
H -0.227 -0.632 -1.224
H -0.887 2.205 -1.958
H -0.922 0.716 -2.938
H -3.237 1.840 -1.838
H -3.045 0.099 -2.134
H -3.044 1.521 0.472
H -3.363 -0.171 0.127
H -1.288 -0.653 0.552
H 1.221 2.384 -3.138

8
Properties=species:S:1:pos:R:3 method="wB97M-V/def2-TZVPD" homo_energy_ev=-8.68 lumo_ev=-1.04 total_charge=0 total_energy_ha=-879.57802
Si 0.080 -2.490 0.847
Si 0.330 3.598 -0.651
I -0.806 -1.711 -1.317
H 1.526 -2.404 0.738
H -0.385 -3.858 1.005
H -0.471 -1.603 1.858
H -1.034 4.184 -0.580
H 0.759 4.283 -1.900

126
Properties=species:S:1:pos:R:3 method="wB97M-V/def2-TZVPD" smiles="C[N+](=O)[O-].C[N+](=O)[O-].C[N+](=O)[O-].O=S1(=O)OCCO1.O=S1(=O)OCCO1.O=S1(=O)OCCO1.O=C1CCCO1.O=C1CCCO1.O=C1CCCO1.O=C1CCCO1.O=C1CCCO1.O=C1CCCO1" homo_energy_ev=-9.54 lumo_ev=-0.58 total_charge=0 total_energy_ha=-4907.16500
C -18.265 -12.461 22.197
N -18.158 -11.473 23.294
O -17.845 -11.971 24.361
O -18.552 -10.326 23.166
H -18.797 -11.989 21.371
H -18.894 -13.296 22.505
H -17.248 -12.779 21.967
C -21.162 -15.924 18.361
N -21.485 -17.345 17.837
O -22.554 -17.775 18.133
O -20.788 -17.817 17.020
H -20.164 -15.692 17.989
H -21.112 -16.011 19.446
H -21.789 -15.108 18.002
C -16.725 -9.237 13.158
N -18.095 -9.613 13.484
O -18.337 -9.940 14.610
O -18.945 -9.657 12.566
H -16.401 -8.432 13.817
H -16.561 -9.040 12.098
H -16.203 -10.159 13.414
O -19.355 -6.753 20.204
C -19.255 -7.031 19.018
O -18.061 -6.958 18.416
C -18.356 -6.812 16.985
C -19.792 -7.262 16.671
C -20.371 -7.324 18.012
H -17.576 -7.179 16.319
H -18.272 -5.726 16.940
H -19.999 -8.249 16.257
H -20.332 -6.555 16.041
H -20.582 -8.385 18.140
H -21.292 -6.742 18.033
O -21.503 -15.118 14.964
C -21.109 -15.085 13.793
O -21.524 -14.139 12.898
C -20.945 -14.397 11.634
C -20.088 -15.692 11.692
C -20.301 -16.199 13.128
H -20.177 -13.644 11.456
H -21.669 -14.302 10.825
H -19.063 -15.607 11.333
H -20.523 -16.338 10.929
H -19.415 -16.103 13.755
H -20.776 -17.162 13.313
O -20.361 -10.771 19.753
C -20.210 -11.350 18.644
O -20.754 -10.986 17.474
C -20.468 -11.962 16.451
C -19.077 -12.508 16.852
C -19.332 -12.606 18.394
H -20.256 -11.541 15.468
H -21.096 -12.852 16.411
H -18.269 -11.859 16.517
H -18.923 -13.494 16.413
H -18.428 -12.488 18.991
H -19.777 -13.554 18.697
O -27.753 -12.541 17.081
C -26.604 -12.742 17.404
O -25.671 -11.658 17.596
C -24.344 -12.222 17.665
C -24.489 -13.730 17.637
C -25.947 -14.090 17.497
H -23.776 -11.871 18.527
H -23.872 -11.841 16.760
H -24.096 -14.204 18.536
H -23.865 -14.032 16.796
H -26.420 -14.485 18.397
H -26.250 -14.694 16.642
O -23.433 -12.507 14.761
C -23.098 -11.457 14.215
O -22.939 -10.257 14.938
C -22.612 -9.213 14.064
C -22.906 -9.658 12.618
C -22.807 -11.218 12.749
H -21.569 -9.053 14.338
H -23.073 -8.231 14.170
H -22.194 -9.184 11.943
H -23.960 -9.423 12.472
H -21.771 -11.549 12.663
H -23.523 -11.798 12.166
O -16.115 -14.120 19.917
C -15.041 -14.184 20.481
O -14.086 -13.388 19.995
C -12.966 -13.415 20.870
C -13.106 -14.538 21.764
C -14.604 -14.902 21.695
H -12.807 -12.471 21.391
H -12.146 -13.339 20.157
H -12.754 -14.301 22.769
H -12.505 -15.302 21.270
H -15.164 -14.521 22.549
H -14.668 -15.986 21.604
C -17.303 -15.628 16.869
C -15.859 -15.992 16.945
O -15.407 -16.326 15.655
S -16.515 -16.070 14.465
O -17.267 -17.320 14.138
O -15.943 -15.182 13.446
O -17.468 -15.177 15.567
H -17.480 -14.837 17.598
H -17.867 -16.561 16.866
H -15.672 -16.669 17.778
H -15.201 -15.135 17.092
C -23.020 -10.882 21.778
C -22.401 -11.853 22.724
O -23.470 -12.502 23.434
S -24.993 -12.241 22.837
O -25.927 -11.678 23.836
O -25.379 -13.400 22.060
O -24.462 -11.055 21.814
H -22.632 -10.966 20.763
H -22.896 -9.840 22.072
H -21.884 -11.386 23.563
H -21.780 -12.652 22.321
C -15.068 -9.703 17.249
C -15.258 -10.844 18.306
O -15.997 -11.719 17.443
S -15.151 -11.911 15.983
O -15.892 -12.505 14.857
O -13.785 -12.399 16.170
O -15.154 -10.284 15.920
H -14.208 -9.076 17.484
H -15.979 -9.120 17.389
H -15.685 -10.423 19.217
H -14.242 -11.222 18.426

15
Properties=species:S:1:pos:R:3 method="wB97M-V/def2-TZVPD" smiles=NCN.O.O homo_energy_ev=-10.06 lumo_ev=0.77 total_charge=0 total_energy_ha=-304.06728
N -1.969 0.745 -1.006
C -0.802 0.339 -0.279
N -0.954 -1.024 0.263
H -2.761 0.614 -0.381
H -2.112 0.030 -1.719
H 0.002 0.323 -1.016
H -0.639 1.071 0.507
H -1.699 -0.973 0.962
H -0.177 -1.237 0.877
H 2.828 3.020 1.508
H 2.432 2.430 2.858
O 2.714 2.185 1.972
H 1.126 -2.830 -2.225
H 0.688 -2.008 -1.027
O 1.322 -2.686 -1.294

124
Properties=species:S:1:pos:R:3 method="wB97M-V/def2-TZVPD" homo_energy_ev=-4.67 lumo_ev=2.09 total_charge=-1 total_energy_ha=-3284.02798
C 4.145 1.611 2.262
C 3.450 1.645 0.888
N 2.349 0.750 0.666
P 0.601 0.920 0.909
C 0.719 0.550 2.779
C 0.558 2.830 1.155
C 0.770 3.435 2.493
O -0.004 4.210 3.018
C 0.250 1.245 -0.967
C 1.384 1.007 -1.957
C 0.919 1.160 -3.407
I 1.254 3.164 -4.110
O 0.494 -0.806 0.538
C -0.785 -1.355 0.439
C -0.796 -2.744 1.083
C -1.854 -3.683 0.491
C -1.840 -0.293 0.940
C -2.960 -0.085 -0.121
C -3.696 1.253 0.097
C -5.222 1.130 0.249
S -6.149 2.140 -0.853
O -5.672 3.499 -0.834
O -7.543 1.841 -0.702
O -5.715 1.524 -2.272
B -2.609 -0.653 2.299
O -3.280 -1.867 2.483
O -2.694 0.301 3.280
C -2.725 -0.066 4.651
O -1.164 0.917 1.141
H 4.535 0.609 2.470
H 4.994 2.309 2.251
H 3.492 1.917 3.082
H 3.184 2.681 0.647
H 4.245 1.399 0.162
H 2.622 -0.198 0.468
H -0.146 0.949 3.321
H 0.713 -0.541 2.891
H 1.654 0.895 3.223
H 1.213 3.329 0.427
H -0.475 3.083 0.887
H 1.682 3.154 3.049
H -0.076 2.290 -1.089
H -0.598 0.627 -1.278
H 1.799 -0.002 -1.842
H 2.191 1.725 -1.773
H -0.160 1.034 -3.510
H 1.435 0.519 -4.122
H -1.006 -1.524 -0.637
H 0.194 -3.177 0.893
H -0.893 -2.687 2.174
H -1.529 -4.032 -0.496
H -1.995 -4.559 1.133
H -2.826 -3.193 0.388
H -3.662 -0.930 -0.054
H -2.535 -0.129 -1.130
H -3.469 1.921 -0.741
H -3.280 1.754 0.975
H -5.573 0.115 0.040
H -5.579 1.423 1.243
H -5.082 2.137 -2.677
H -4.195 -1.752 2.762
H -2.155 -0.983 4.831
H -2.268 0.750 5.216
H -3.753 -0.211 5.006
C -2.635 5.986 2.652
C -3.720 4.932 2.763
O -4.977 5.414 3.233
C -5.578 6.418 2.441
C -5.870 5.997 1.011
H -2.472 6.477 3.614
H -1.708 5.500 2.353
H -2.883 6.754 1.915
H -3.424 4.177 3.490
H -3.845 4.416 1.804
H -4.971 7.332 2.449
H -6.513 6.653 2.955
H -4.961 5.771 0.454
H -6.387 6.805 0.489
H -6.501 5.108 0.986
C 0.389 6.288 0.389
C 1.725 5.943 1.025
O 2.501 5.031 0.268
C 2.901 5.449 -1.026
C 3.821 6.659 -1.035
H -0.189 5.380 0.212
H -0.180 6.936 1.058
H 0.506 6.811 -0.562
H 1.553 5.436 1.975
H 2.296 6.854 1.242
H 2.033 5.622 -1.672
H 3.423 4.584 -1.436
H 3.330 7.552 -0.645
H 4.136 6.873 -2.057
H 4.709 6.468 -0.429
C 1.385 -5.294 -1.825
C 1.740 -6.154 -0.624
O 0.617 -6.723 0.030
C -0.180 -7.591 -0.749
C 0.561 -8.813 -1.269
H 0.705 -4.489 -1.542
H 2.294 -4.849 -2.234
H 0.913 -5.872 -2.621
H 2.219 -5.536 0.136
H 2.461 -6.927 -0.912
H -0.646 -7.050 -1.582
H -0.987 -7.899 -0.083
H 1.365 -8.541 -1.955
H -0.131 -9.463 -1.808
H 0.996 -9.376 -0.442
C 4.190 -5.775 -4.520
C 4.892 -6.133 -3.222
O 4.498 -7.384 -2.681
C 4.729 -8.518 -3.496
C 6.189 -8.742 -3.853
H 3.109 -5.790 -4.378
H 4.485 -4.777 -4.844
H 4.433 -6.469 -5.326
H 4.635 -5.406 -2.451
H 5.980 -6.088 -3.348
H 4.120 -8.473 -4.407
H 4.359 -9.358 -2.908
H 6.592 -7.931 -4.460
H 6.289 -9.666 -4.425
H 6.795 -8.825 -2.950